Computed, not measured: a gas-phase ion, C5H8NO3 (charge +1) at a distorted geometry, with ωB97M-V/def2-TZVPD.

The largest force on an atom comes out at 4.74 eV/A. The value obtained for the frontier orbital gap is 0.39056 Ha. The HOMO energy is -15.3 eV. Its SMILES is C[NH2+][C@]1(O)C=CC(=O)O1. Its total energy is -475.49007 hartree. For the molar mass, the calculation gives 130.1 g mol⁻¹.

```
! RIJCOSX wB97M-V def2-TZVPD def2/J DEFGRID3
* xyz 1 1
C 2.427 1.191 0.344
C 1.117 0.924 0.671
C 3.086 0.025 -0.195
C 0.940 -0.514 0.232
C -1.242 0.095 -0.491
N -0.116 -0.756 -0.804
O 4.140 -0.124 -0.703
O 2.121 -0.982 -0.085
O 0.330 -1.401 1.323
H 3.019 2.121 0.450
H 0.309 1.500 1.035
H -1.631 -0.161 0.504
H -0.994 1.219 -0.489
H -2.105 -0.194 -1.087
H 0.093 -0.529 -1.851
H -0.247 -1.734 -0.844
H 0.952 -1.899 1.901
*
```